{
  "formula": "C4H3Cl2FS",
  "method": "ωB97M-V/def2-TZVPD",
  "total_charge": 0,
  "smiles": "C=CC(=S)C(F)(Cl)Cl",
  "e_above_lowest_kcal_mol": 27.4,
  "e_homo_ha": -0.34424,
  "symbols": ["C", "C", "C", "S", "C", "F", "Cl", "Cl", "H", "H", "H"],
  "xyz": [[1.81, -1.93, -0.31], [1.98, -0.61, -0.54], [0.85, 0.37, -0.41], [1.40, 1.86, 0.34], [-0.57, -0.18, -0.19], [-0.82, -1.26, -1.11], [-1.84, 0.87, -0.61], [-0.86, -0.81, 1.45], [1.05, -2.63, -0.03], [2.61, -2.59, -0.51], [2.92, -0.11, -0.51]]
}


{
  "formula": "C2H5NS",
  "method": "ωB97M-V/def2-TZVPD",
  "total_charge": 0,
  "smiles": "CNC=S",
  "e_above_lowest_kcal_mol": 28.4,
  "e_homo_ha": -0.30364,
  "symbols": ["C", "N", "C", "S", "H", "H", "H", "H", "H"],
  "xyz": [[-1.26, 0.00, 0.01], [0.37, -0.36, -0.30], [1.37, 0.20, 0.31], [2.96, 0.09, -0.06], [-1.82, -0.52, -0.85], [-1.51, -0.54, 0.94], [-1.66, 1.02, 0.05], [0.52, -0.70, -1.30], [1.03, 0.82, 1.20]]
}


{
  "formula": "C4H9N",
  "method": "ωB97M-V/def2-TZVPD",
  "total_charge": 0,
  "smiles": "CC[C@@H]1CN1",
  "e_above_lowest_kcal_mol": 39.3,
  "e_homo_ha": -0.34962,
  "symbols": ["C", "C", "C", "C", "N", "H", "H", "H", "H", "H", "H", "H", "H", "H"],
  "xyz": [[0.95, 1.79, 0.76], [-0.22, 0.90, 0.60], [0.00, -0.60, 0.22], [0.18, -1.09, -1.19], [-1.12, -1.18, -0.50], [1.70, 1.08, 1.30], [0.85, 2.86, 1.20], [1.33, 1.84, -0.26], [-0.88, 0.89, 1.54], [-0.86, 1.18, -0.27], [0.46, -1.17, 1.04], [0.89, -2.00, -1.37], [0.23, -0.33, -1.98], [-1.38, -2.12, -0.07]]
}


{
  "formula": "C2H8N6O2",
  "method": "ωB97M-V/def2-TZVPD",
  "total_charge": 0,
  "smiles": "N/N=N/N.O=C=O.C=NN",
  "e_above_lowest_kcal_mol": 0.0,
  "e_homo_ha": -0.30245,
  "symbols": ["N", "N", "N", "N", "H", "H", "H", "H", "O", "C", "O", "C", "N", "N", "H", "H", "H", "H"],
  "xyz": [[-1.40, -0.73, -1.81], [-0.37, -0.99, -0.85], [-0.95, -1.23, 0.25], [-0.22, -1.31, 1.37], [-2.27, -1.00, -1.46], [-1.22, -0.64, -2.78], [0.64, -0.79, 1.36], [-0.74, -0.89, 2.11], [2.85, -2.34, -2.09], [3.32, -2.05, -1.10], [3.73, -1.67, -0.10], [-1.41, 2.02, 1.25], [-0.63, 1.30, 0.59], [0.62, 1.71, 0.31], [-2.21, 1.54, 1.71], [-1.32, 3.14, 1.50], [0.69, 2.78, 0.24], [0.86, 1.16, -0.50]]
}